(1)
{
  "formula": "C7H30NO8",
  "method": "the ωB97M-V functional and the def2-TZVPD basis",
  "species": ["C", "C", "C", "C", "C", "C", "C", "N", "H", "H", "H", "H", "H", "H", "H", "H", "H", "H", "H", "H", "H", "H", "H", "H", "O", "H", "H", "O", "H", "H", "O", "H", "H", "O", "H", "H", "O", "H", "H", "O", "H", "H", "O", "H", "H", "O"],
  "xyz": [[-0.580068, 1.590720, 1.493832], [0.515845, 0.532949, 1.330685], [-0.073668, -0.778937, 0.913848], [0.017394, -1.359624, -0.347589], [0.686154, -0.814173, -1.531454], [-0.221724, -1.836103, 3.133602], [-0.783408, -1.508052, 1.965510], [-0.941998, 2.123353, 0.156832], [-0.188199, 2.409694, 2.091654], [-1.464962, 1.209312, 2.000160], [1.023891, 0.407876, 2.289811], [1.260717, 0.893343, 0.621205], [-0.488519, -2.312446, -0.492659], [0.178815, -1.104678, -2.454793], [0.760436, 0.276111, -1.516888], [1.716584, -1.187014, -1.626387], [0.805680, -1.581705, 3.372799], [-0.735201, -2.409675, 3.894731], [-1.791335, -1.806908, 1.684435], [-1.373816, 1.338319, -0.414496], [-1.611764, 2.885979, 0.215376], [-0.096616, 2.439496, -0.367798], [2.351315, 3.308893, 1.003788], [1.780523, 4.515767, 1.772652], [1.543327, 3.656757, 1.434946], [-2.698093, -1.179866, -4.131462], [-2.532827, -1.717289, -2.689862], [-2.146828, -1.108502, -3.344762], [-2.351496, 0.282594, -2.120729], [-2.861425, -0.412058, -0.871692], [-2.582726, 0.473402, -1.188901], [-2.295416, -5.217508, -0.658820], [-2.430943, -4.774840, 0.811371], [-2.307927, -4.444549, -0.081239], [3.741378, -0.764329, 0.497156], [5.237998, -0.408299, 0.347863], [4.372130, -0.046355, 0.559898], [3.953414, 1.628911, 0.179778], [4.534899, 3.022942, -0.224806], [3.712846, 2.566318, -0.004423], [1.419324, 3.446004, -2.110769], [2.192164, 2.624283, -1.046535], [1.330317, 2.678408, -1.526354], [-2.937406, -3.014105, -0.748609], [-4.298185, -2.315730, -1.129585], [-3.340602, -2.208681, -1.141323]],
  "atomic_forces_ev_per_a": [[0.17, 0.51, 0.41], [0.28, -0.32, -0.48], [0.07, 0.04, 1.47], [-0.46, -0.11, -1.00], [0.09, 0.59, -0.05], [0.18, 0.14, 0.59], [-0.08, 0.29, -1.12], [0.32, -0.79, -0.35], [0.11, -0.02, -0.12], [-0.09, -0.13, -0.20], [-0.12, 0.00, 0.09], [0.02, 0.04, -0.01], [0.02, -0.04, 0.23], [-0.08, -0.21, 0.12], [0.13, -0.02, 0.08], [-0.02, -0.15, 0.08], [-0.03, 0.06, -0.10], [-0.14, -0.04, -0.15], [0.09, -0.47, 0.15], [-0.48, 0.67, 0.11], [-0.05, 0.05, -0.03], [-0.01, 0.36, 0.15], [-0.16, 0.35, 0.31], [0.13, 0.46, 0.22], [0.06, -0.73, -0.39], [0.08, 0.01, -0.08], [-0.21, 0.01, -0.25], [0.21, 0.02, 0.03], [-0.20, -0.04, -0.09], [-0.14, 0.36, -0.19], [0.43, -0.37, 0.32], [-0.01, -0.04, 0.06], [-0.09, -0.17, 0.13], [0.26, 0.08, -0.16], [0.13, -0.28, -0.03], [0.08, -0.11, 0.00], [-0.18, 0.27, 0.04], [0.15, 0.35, -0.03], [-0.12, -0.01, 0.02], [-0.07, -0.39, -0.05], [-0.10, -0.21, 0.12], [-0.29, 0.20, -0.39], [0.33, -0.11, 0.27], [-0.47, -0.07, 0.02], [0.00, -0.13, 0.01], [0.28, 0.10, 0.22]],
  "relative_energy_kcal_mol": 0.0,
  "total_charge": 2,
  "s2": 0.76,
  "spin_multiplicity": 2,
  "e_lumo_ev": [-6.7, -10.3],
  "orbital_gap_ev": [9.926, 6.330]
}

(2)
{
  "formula": "C16H36B2CrF8NO12",
  "method": "the ωB97M-V functional and the def2-TZVPD basis",
  "species": ["Cr", "N", "H", "H", "H", "H", "B", "F", "F", "F", "F", "B", "F", "F", "F", "F", "C", "C", "O", "C", "O", "O", "C", "H", "H", "H", "H", "H", "H", "H", "H", "C", "C", "O", "C", "O", "O", "C", "H", "H", "H", "H", "H", "H", "H", "H", "C", "C", "O", "C", "O", "O", "C", "H", "H", "H", "H", "H", "H", "H", "H", "C", "C", "O", "C", "O", "O", "C", "H", "H", "H", "H", "H", "H", "H", "H"],
  "xyz": [[2.470788, 0.565658, 1.089377], [4.529958, -0.920710, -2.159387], [3.826692, -1.551644, -2.516379], [5.418831, -1.296171, -2.457754], [4.513089, -0.971751, -1.150819], [4.398848, 0.068019, -2.318527], [3.454912, 2.617670, 2.274762], [3.777170, 2.355431, 0.985392], [2.794599, 1.524434, 2.787876], [4.580358, 2.761949, 2.950787], [2.688048, 3.752148, 2.359903], [1.358162, 0.073814, -1.269731], [2.188249, 1.056708, -0.925780], [2.029380, -1.022385, -1.783384], [0.618963, -0.447073, -0.190590], [0.442977, 0.723730, -2.108001], [0.772526, 5.002119, -0.119112], [-0.176319, 3.853149, -0.354015], [-0.888093, 3.588524, 0.824569], [-0.306966, 2.635560, 1.715746], [0.542610, 1.726236, 1.450766], [-0.939308, 2.851674, 2.957912], [-0.437179, 2.241446, 4.146645], [1.582381, 5.121515, -0.838813], [1.322235, 4.867469, 0.812450], [0.267021, 5.966350, -0.066018], [0.292585, 2.943270, -0.728669], [-0.940228, 3.941573, -1.126501], [0.300646, 1.442996, 4.067841], [-1.379693, 1.853610, 4.533107], [-0.135281, 3.108522, 4.734132], [-1.879150, -1.446991, -4.613504], [-0.550370, -0.783737, -4.297740], [0.328720, -1.249651, -5.368965], [1.598610, -0.886542, -5.406836], [2.110869, -0.038115, -4.705264], [2.105115, -1.508342, -6.446720], [3.375185, -1.135320, -6.906753], [-1.857839, -2.512317, -4.843146], [-2.342673, -1.099085, -5.536654], [-2.496437, -1.314804, -3.724917], [-0.200394, -1.000011, -3.288360], [-0.637709, 0.300856, -4.361957], [4.074498, -1.516519, -6.162605], [3.624648, -0.074349, -6.921433], [3.546565, -1.653481, -7.850279], [-4.921604, -1.797634, 3.754583], [-5.470975, -0.784730, 2.675821], [-4.855294, -1.007096, 1.443668], [-3.886474, -0.190199, 0.904362], [-3.474085, 0.865463, 1.400281], [-3.425325, -0.844570, -0.196088], [-2.458822, -0.273154, -1.073037], [-5.383983, -1.789962, 4.741617], [-3.864434, -1.614970, 3.947269], [-4.876990, -2.819542, 3.377994], [-5.683284, 0.272051, 2.837808], [-6.420448, -1.278268, 2.468397], [-1.709358, -0.961424, -1.463791], [-1.980629, 0.599385, -0.627925], [-2.989214, 0.156328, -1.922930], [-1.557626, -3.728357, 1.031536], [-0.705553, -2.497552, 1.273324], [-0.232865, -2.503680, 2.620679], [0.852838, -1.665664, 3.048242], [1.475447, -0.836178, 2.345118], [1.007817, -1.870549, 4.399145], [1.741777, -1.049284, 5.194103], [-1.595791, -4.028747, -0.015560], [-2.645557, -3.662912, 1.046670], [-1.272427, -4.532918, 1.709368], [-1.186987, -1.541339, 1.068461], [0.164791, -2.553005, 0.619457], [2.804595, -1.137755, 4.968983], [1.465722, -1.388052, 6.192662], [1.317137, -0.051119, 5.087132]],
  "atomic_forces_ev_per_a": [[-1.46, 1.02, 1.20], [0.88, -0.57, 0.86], [-1.06, 0.43, -0.34], [0.69, 0.43, -0.30], [-0.07, -0.51, 0.48], [-0.33, 0.34, -1.14], [0.60, 4.10, 1.99], [-0.32, -1.98, -3.56], [-1.35, -2.72, 0.83], [2.19, 0.10, 1.43], [-0.76, -0.03, -0.14], [-5.01, -1.23, -2.41], [3.38, 1.65, 1.77], [0.73, -0.37, -0.52], [0.89, 0.39, 0.58], [0.31, -0.71, -0.09], [0.48, 0.57, -0.01], [0.48, -0.75, -1.53], [1.17, -3.17, 3.66], [-0.80, 0.32, 0.33], [-2.88, 3.43, 0.75], [2.24, -0.56, -4.59], [-1.32, 0.36, 0.33], [-0.30, -0.29, -0.48], [-0.26, -0.16, 0.19], [-0.16, -0.11, 0.06], [0.60, -0.08, 0.43], [-0.09, 0.94, 0.09], [0.06, 0.40, -0.51], [0.37, -0.32, 0.65], [0.44, -0.49, 0.32], [-0.20, -0.23, 0.11], [-0.35, -0.28, -1.14], [-0.21, -0.30, 0.99], [-1.33, 1.30, 0.04], [0.67, -0.67, 0.06], [-0.15, -0.08, -0.70], [1.56, -0.45, 0.80], [0.69, -0.21, 0.57], [-0.08, 0.77, 0.31], [-0.47, 0.08, -0.37], [0.33, -0.40, -0.45], [0.11, -0.02, -0.05], [0.46, -0.29, -0.15], [-0.81, 0.16, -0.39], [-0.13, 0.32, 0.09], [1.50, 1.22, -0.26], [-1.56, -2.02, 1.00], [2.43, 0.69, -2.49], [0.50, 0.63, 1.76], [-0.93, -2.47, -1.53], [-0.41, -0.19, 0.78], [-0.35, 1.85, -0.20], [-0.46, 0.23, -0.32], [0.22, 0.39, 0.11], [-0.68, 0.10, -0.31], [0.65, -0.12, 0.65], [-0.57, 0.63, 0.08], [-0.32, -0.40, 0.63], [0.25, -0.27, 0.35], [-0.16, -0.24, -0.17], [-1.07, -0.29, -0.26], [0.41, 0.24, -1.15], [3.32, 2.11, 2.54], [-2.06, -0.68, -0.07], [-0.82, -2.13, 1.51], [-2.33, -2.17, -5.19], [0.55, 1.57, 1.20], [1.33, -0.25, -0.17], [-0.17, 0.90, 1.25], [0.16, -0.12, -0.36], [-0.18, -0.13, 0.08], [0.00, 0.04, 0.01], [0.01, 0.35, 0.28], [0.62, 0.09, 0.10], [0.72, 0.34, 0.10]],
  "total_charge": 1,
  "s2": 6.00,
  "spin_multiplicity": 5,
  "e_lumo_ev": [-4.1, -4.6],
  "orbital_gap_ev": [8.350, 7.843]
}

no.,F_max (eV Å⁻¹)
1,1.47
2,6.09